Record 1
A molecular structure, C23H31F6O3Rh at a distorted geometry, computed with wB97M-V/def2-TZVPD.

The HOMO-LUMO gap (alpha / beta) comes out at 7.6 / 8.0 eV. Its molar mass is 572.4 g mol⁻¹. The spin multiplicity is 5. As for the expectation value of S²: 6.016. The total energy is -49804.685 eV. Its max |F| is 0.09146 Eh/bohr.

Geometry as XYZ:
```
64
C23H31F6O3Rh (wB97M-V/def2-TZVPD)
O -4.823 -0.872 -2.494
C -4.789 -2.082 -3.281
C -6.072 -1.710 -4.015
H -4.843 -2.975 -2.654
H -3.890 -2.139 -3.898
C -6.061 -0.433 -3.152
H -6.918 -2.370 -3.840
H -5.966 -1.538 -5.083
C -7.184 -0.321 -2.149
H -7.307 -1.254 -1.602
H -8.125 -0.087 -2.647
H -6.975 0.470 -1.429
C -5.832 0.855 -3.906
H -5.004 0.750 -4.605
H -5.592 1.663 -3.216
H -6.723 1.139 -4.467
Rh 2.097 1.132 1.076
C 3.764 2.566 0.188
C 4.265 1.253 0.174
C 3.494 0.513 -0.752
H 5.066 0.864 0.778
C 2.530 1.373 -1.305
C 2.676 2.639 -0.713
H 2.068 3.507 -0.907
H 4.140 3.373 0.792
H 3.604 -0.537 -0.954
H 1.776 1.095 -2.021
C 2.474 2.291 3.128
C 1.758 3.146 2.257
C 0.491 2.578 2.022
H 2.113 4.072 1.842
C 0.419 1.380 2.775
C 1.632 1.216 3.459
H 1.905 0.366 4.055
H 3.486 2.431 3.471
H -0.290 3.005 1.418
H -0.397 0.678 2.778
O 0.355 0.066 0.137
C -0.722 0.802 -0.482
C -1.284 -0.112 -1.552
H -0.321 1.737 -0.866
H -1.464 1.031 0.285
C -1.027 -1.491 -0.960
H -0.732 0.009 -2.484
H -2.334 0.088 -1.753
C 0.329 -1.317 -0.312
H -1.025 -2.285 -1.703
H -1.781 -1.732 -0.210
H 1.144 -1.460 -1.023
H 0.517 -1.943 0.551
C 4.506 -0.224 3.307
C 3.594 -1.233 2.538
O 2.425 -0.727 1.812
C 4.470 -2.108 1.561
F 5.482 -2.772 2.233
F 3.675 -3.056 0.935
F 5.095 -1.379 0.587
C 3.070 -2.246 3.638
F 4.109 -2.937 4.237
F 2.393 -1.635 4.671
F 2.208 -3.170 3.070
H 4.992 0.557 2.727
H 5.346 -0.774 3.783
H 4.011 0.279 4.150
```

***

Record 2
A molecular structure, C23H31GaIN2Se2Si, computed with wB97M-V/def2-TZVPD.

The HOMO-LUMO gap comes out at 8.5 eV. The net charge is +1. Its molar mass is 718.1 g mol⁻¹. The total energy is -226379.089 eV. Its max |F| is 0.00814 Eh/bohr.

Geometry as XYZ:
```
61
C23H31GaIN2Se2Si (wB97M-V/def2-TZVPD)
Ga -0.286 -0.300 -0.033
C 0.334 0.281 4.389
Se 0.171 -0.877 2.835
C 2.068 -1.288 2.680
C 2.898 -0.160 2.095
Se 2.423 0.356 0.274
C 3.742 -0.692 -0.700
H 0.675 -0.324 5.225
H -0.656 0.672 4.604
H 1.015 1.106 4.204
H 2.137 -2.201 2.093
H 2.406 -1.515 3.691
H 3.955 -0.428 2.065
H 2.807 0.750 2.686
H 4.724 -0.456 -0.299
H 3.685 -0.356 -1.732
H 3.556 -1.759 -0.647
C 0.227 -1.671 -3.510
C 0.069 -0.198 -3.291
C 0.069 0.728 -4.307
C -0.100 2.082 -3.988
C -0.268 2.497 -2.688
C -0.266 1.512 -1.686
N -0.092 0.214 -2.020
N -0.432 1.637 -0.338
Si -1.019 3.084 0.468
C -0.951 2.713 2.282
C 0.060 4.553 0.091
C -2.764 3.425 -0.087
H 0.373 -1.893 -4.565
H -0.658 -2.205 -3.158
H 1.078 -2.056 -2.946
H 0.194 0.408 -5.331
H -0.101 2.818 -4.783
H -0.397 3.540 -2.438
H 0.072 2.456 2.562
H -1.604 1.875 2.538
H -1.260 3.576 2.876
H 1.120 4.291 0.077
H -0.090 5.300 0.876
H -0.187 5.033 -0.858
H -3.485 2.765 0.404
H -2.855 3.283 -1.168
H -3.061 4.452 0.138
I -3.126 -0.359 0.282
C -2.925 -2.441 0.247
C -4.071 -3.172 0.325
C -3.995 -4.581 0.295
C -2.783 -5.189 0.188
C -1.588 -4.432 0.106
C -0.342 -5.095 -0.006
C 0.816 -4.387 -0.083
C 0.771 -2.976 -0.049
C -0.402 -2.275 0.050
C -1.626 -3.009 0.133
H -5.033 -2.687 0.410
H -4.904 -5.164 0.358
H -2.711 -6.269 0.167
H -0.331 -6.178 -0.027
H 1.767 -4.898 -0.167
H 1.704 -2.436 -0.107
```

***

Record 3
A molecular structure, C23H31MnN6O2S at a distorted geometry, computed with wB97M-V/def2-TZVPD.

The HOMO-LUMO gap (alpha / beta) comes out at 6.5 / 7.4 eV. The net charge is +3. Its molar mass is 510.5 g mol⁻¹. The spin multiplicity is 4. As for the expectation value of S²: 4.039. The total energy is -79521.201 eV. Its max |F| is 0.04068 Eh/bohr.

Geometry as XYZ:
```
64
C23H31MnN6O2S (wB97M-V/def2-TZVPD)
Mn 0.007 -0.199 -0.003
C 4.221 -0.247 -0.625
C 4.735 0.134 0.609
C 3.867 0.343 1.670
C 2.499 0.153 1.477
N 2.010 -0.201 0.266
C 2.850 -0.390 -0.751
C 1.441 0.264 2.477
C 1.634 0.483 3.838
C 0.545 0.488 4.698
C -0.735 0.282 4.206
C -0.940 0.070 2.849
C 0.132 0.059 1.960
H 4.864 -0.428 -1.474
H 5.800 0.257 0.735
H 4.250 0.649 2.631
H 2.408 -0.660 -1.704
H 2.626 0.630 4.234
H 0.692 0.633 5.757
H -1.583 0.270 4.874
H -1.945 -0.115 2.495
N -4.394 0.616 -0.936
C -4.376 -0.491 0.048
C -2.900 -0.952 0.219
O -2.637 -2.037 0.680
O -2.044 -0.069 -0.172
H -5.096 1.338 -0.739
H -4.558 0.262 -1.886
H -3.416 0.999 -0.878
H -5.008 -1.328 -0.250
H -4.715 -0.152 1.029
S 0.324 1.884 -0.951
C -0.052 3.454 -0.428
N 0.726 4.475 -0.892
C 0.554 5.733 -0.454
C -0.456 6.000 0.438
C -1.284 4.924 0.796
N -1.070 3.693 0.382
H 1.454 4.266 -1.571
H 1.222 6.494 -0.831
H -0.617 6.992 0.826
H -2.149 5.067 1.431
C 0.913 -6.490 0.379
C -0.313 -5.650 0.739
N -0.365 -4.407 -0.013
C -0.849 -4.502 -1.384
C 0.266 -4.280 -2.411
C 0.040 -3.259 0.509
C 0.659 -3.231 1.867
N -0.069 -2.101 -0.131
H 0.965 -7.336 1.056
H 1.830 -5.917 0.479
H 0.851 -6.877 -0.634
H -0.325 -5.428 1.805
H -1.210 -6.227 0.505
H -1.675 -3.794 -1.528
H -1.252 -5.504 -1.536
H 0.784 -3.334 -2.263
H -0.152 -4.295 -3.415
H 1.003 -5.075 -2.344
H -0.120 -3.287 2.628
H 1.184 -2.288 1.995
H 1.355 -4.051 2.020
H -0.554 -2.215 -1.033
```

***

Record 4
C23H31N3O3S in the gas phase, computed with wB97M-V/def2-TZVPD.

The HOMO-LUMO gap comes out at 8.7 eV. Its molar mass is 429.6 g mol⁻¹. The total energy is -45804.047 eV. Its max |F| is 0.01339 Eh/bohr.

Geometry as XYZ:
```
61
C23H31N3O3S (wB97M-V/def2-TZVPD)
C -0.984 -3.248 -0.205
C -2.045 -2.455 0.552
C -1.510 -1.084 0.967
C -2.602 -0.276 1.668
N -3.759 -0.142 0.811
C -4.249 0.975 0.250
O -5.251 0.977 -0.444
C -3.528 2.305 0.528
N -2.137 2.309 0.160
C -1.127 2.832 0.911
C 0.069 2.671 0.270
S 1.642 3.166 0.897
C 1.812 1.942 2.242
C 1.715 0.497 1.773
O 1.276 -0.373 2.502
N 2.155 0.289 0.528
C 2.215 -0.992 -0.120
C 3.644 -1.255 -0.617
C 4.688 -1.227 0.517
C 5.432 0.090 0.288
C 5.279 0.265 -1.221
O 3.987 -0.216 -1.529
C -0.202 2.025 -0.971
C 0.587 1.599 -2.039
C -0.029 0.972 -3.098
C -1.414 0.779 -3.123
C -2.219 1.203 -2.089
C -1.604 1.820 -1.004
C -4.334 -1.424 0.449
C -3.300 -2.261 -0.301
H -0.106 -3.394 0.418
H -1.369 -4.223 -0.493
H -0.684 -2.716 -1.105
H -2.319 -3.011 1.456
H -0.660 -1.191 1.641
H -1.175 -0.544 0.079
H -2.220 0.696 1.970
H -2.918 -0.810 2.573
H -4.075 3.062 -0.048
H -3.616 2.553 1.590
H -1.322 3.282 1.867
H 2.796 2.118 2.680
H 1.055 2.126 3.004
H 2.491 1.074 -0.015
H 1.534 -1.002 -0.977
H 1.910 -1.754 0.599
H 3.657 -2.219 -1.145
H 4.211 -1.272 1.494
H 5.369 -2.071 0.423
H 6.473 0.048 0.598
H 4.939 0.908 0.814
H 5.337 1.302 -1.555
H 6.038 -0.326 -1.755
H 1.654 1.762 -2.039
H 0.565 0.627 -3.931
H -1.861 0.293 -3.977
H -3.288 1.065 -2.123
H -5.211 -1.233 -0.171
H -4.646 -1.941 1.363
H -3.737 -3.226 -0.560
H -3.030 -1.749 -1.228
```

***

- Which formula does entry 3 have?
  C23H31MnN6O2S

***

- Number 1 is which compound?
  C23H31F6O3Rh

***

- Which value of max |F| does entry 3 give?
  0.04068 Eh/bohr